Arrangement P

An isolated molecule of C6H10O, computed with ωB97M-V with the def2-TZVPD basis set.

Cartesian coordinates (Å):
C  -1.9045  -0.6691  -0.1521
C  -0.5105  -0.1819  0.2088
O  -0.4598  -0.1843  1.6248
C  -0.0897  1.2027  -0.4134
C  1.3630  1.2375  0.0039
C  1.8289  -0.0124  0.0797
C  0.7205  -0.9868  -0.2930
H  -2.0814  -1.7031  0.1695
H  -2.0821  -0.6033  -1.2289
H  -2.6409  -0.0442  0.3670
H  0.4705  0.0009  1.8303
H  -0.1629  1.0655  -1.5062
H  -0.6449  2.1181  -0.1782
H  1.8947  2.1404  0.2934
H  2.8135  -0.3036  0.4316
H  0.8153  -1.9826  0.1496
H  0.6705  -1.0940  -1.3870

Values from the calculation:
highest occupied orbital energy = -9.5 eV
LUMO level = 0.03822 Eh

***

Arrangement Q

A structure of composition C6H10O, computed with ωB97M-V with the def2-TZVPD basis set.

Cartesian coordinates (Å):
O  1.8824  -0.7915  1.0802
C  1.3211  -0.6068  -0.1691
C  -0.0912  -1.2465  -0.4886
C  -1.2720  -0.6548  0.2862
C  -1.5101  0.7994  -0.1365
C  -0.1542  1.4992  -0.1799
C  1.0035  0.8428  -0.1835
H  2.3596  0.3673  1.2000
H  1.9826  -0.9227  -1.0054
H  0.0264  -2.3063  -0.2828
H  -0.2630  -1.1227  -1.5740
H  -1.0277  -0.7008  1.3538
H  -2.1750  -1.2608  0.1293
H  -2.0211  0.8525  -1.1082
H  -2.1664  1.3224  0.5809
H  -0.1060  2.5804  -0.1089
H  2.2111  1.3490  0.6064

Values from the calculation:
highest occupied orbital energy = -9.6 eV
LUMO level = 0.01192 Eh

***

Which of them is the most stable, and which is the least stable? arrangement P and arrangement Q, in that order.

***

Arrangement P

An isolated molecule of C6H10O, computed with ωB97M-V with the def2-TZVPD basis set.

Cartesian coordinates (Å):
C  0.0021  -2.3128  0.2877
O  -0.6653  -1.1138  0.6158
C  -0.8840  -0.2832  -0.4791
C  -0.9510  1.1836  -0.2580
C  -0.0059  1.5833  0.8748
C  1.1788  0.9483  0.0955
C  0.2206  0.5653  -1.0332
H  -0.7137  -3.1207  0.0663
H  0.6062  -2.6008  1.1564
H  0.6675  -2.1795  -0.5788
H  -1.5826  -0.6791  -1.2207
H  -1.7773  1.7821  -0.6311
H  0.0964  2.6671  0.9744
H  -0.2401  1.1480  1.8505
H  1.9266  1.6854  -0.2076
H  1.6833  0.1076  0.5835
H  0.4383  0.6192  -2.0966

Values from the calculation:
highest occupied orbital energy = -9.3 eV
LUMO level = 0.04159 Eh

***

Arrangement Q

An isolated molecule of C6H10O, computed with ωB97M-V with the def2-TZVPD basis set.

Cartesian coordinates (Å):
C  -2.0592  0.1015  0.4008
C  -0.5988  0.2489  0.2703
C  -0.1353  -1.2017  -0.6427
C  1.0337  -1.0979  0.1962
C  1.8438  -0.0238  0.0839
C  1.3260  1.2628  -0.5442
O  -0.1231  1.2901  -0.5052
H  -2.2115  -0.7607  1.0651
H  -2.4135  -0.1366  -0.5948
H  -2.5325  0.9805  0.8290
H  -0.1909  0.4276  1.3073
H  0.0664  -1.0524  -1.7258
H  -0.8404  -2.0444  -0.5605
H  0.9304  -1.6617  1.1227
H  2.6212  0.0741  0.8225
H  1.6877  2.1146  0.0599
H  1.5963  1.4789  -1.5848

Values from the calculation:
highest occupied orbital energy = -7.9 eV
LUMO level = 0.04085 Eh

***

Arrangement R

An isolated molecule of C6H10O, computed with ωB97M-V with the def2-TZVPD basis set.

Cartesian coordinates (Å):
C  1.1462  0.6914  -1.9949
C  0.4184  0.0157  -0.8345
C  0.4467  0.5457  0.3865
C  -0.2039  -0.0578  1.5640
C  -1.0682  0.4841  2.4819
O  -2.3571  0.8687  2.3169
C  0.0140  -1.3843  -1.1305
H  1.9780  0.0927  -2.3540
H  0.4405  0.8295  -2.8029
H  1.5161  1.6428  -1.6041
H  0.9531  1.5191  0.4586
H  0.3760  -0.8228  2.0951
H  -0.6637  0.5834  3.4838
H  -2.6227  0.3089  1.5720
H  0.5177  -2.1207  -0.4745
H  0.1685  -1.6151  -2.1823
H  -1.0596  -1.5812  -0.9810

Values from the calculation:
highest occupied orbital energy = -7.9 eV
LUMO level = 0.02176 Eh

***

Which of them is the most stable, and which is the least stable? arrangement P and arrangement Q, in that order.

***

Arrangement P

The ion C3H7O2 with charge -1, computed with ωB97M-V with the def2-TZVPD basis set.

Cartesian coordinates (Å):
C  -0.9892  -0.0806  1.5081
O  0.2360  0.1871  0.9430
H  -1.0428  -1.1133  1.8800
H  -1.7505  0.2703  0.8283
H  -1.2136  0.5107  2.4197
O  -0.8565  1.0302  -1.0395
C  0.2390  0.6295  -0.4944
C  0.9916  -0.5265  -1.2258
H  1.0112  1.4542  -0.4893
H  1.2898  -0.1457  -2.2094
H  1.8513  -0.9261  -0.6884
H  0.2338  -1.2899  -1.4323

Values from the calculation:
highest occupied orbital energy = -2.6 eV
total charge = -1
LUMO level = 0.16671 Eh

***

Arrangement Q

The ion C3H7O2 with charge -1, computed with ωB97M-V with the def2-TZVPD basis set.

Cartesian coordinates (Å):
C  -0.1959  0.5007  0.2970
C  -0.4565  -0.5760  -0.7350
O  -1.7476  -0.3538  -1.4077
C  1.3190  0.2631  0.7769
O  1.4579  -0.6177  1.7520
H  -0.9498  0.2866  1.1833
H  -0.4447  1.4545  -0.0019
H  0.3093  -0.4635  -1.5544
H  -0.4122  -1.6874  -0.4230
H  -2.5189  -0.0254  -0.7735
H  1.8824  -0.0760  -0.1346
H  1.7570  1.2950  1.0210

Values from the calculation:
highest occupied orbital energy = -2.1 eV
total charge = -1
LUMO level = 0.14318 Eh

***

Which of them is the most stable, and which is the least stable? arrangement P and arrangement Q, in that order.

***

Arrangement P

A structure of composition C3H7O2, computed with ωB97M-V with the def2-TZVPD basis set.

Cartesian coordinates (Å):
C  1.3828  1.2569  0.5255
O  0.0578  0.9681  0.6074
H  1.6838  2.2346  0.0709
H  2.1098  0.4143  0.2111
H  1.7566  1.2664  1.5926
O  0.4469  -1.5062  -0.1665
C  -0.4780  -0.7299  0.0708
C  -1.4345  -0.2016  -0.9909
H  -1.0803  -0.8177  1.0692
H  -2.1367  -0.9874  -1.3050
H  -2.0421  0.5160  -0.4196
H  -0.9599  0.2735  -1.8740

Values from the calculation:
highest occupied orbital energy = -3.2 eV
total charge = -1
LUMO level = 0.16999 Eh

***

Arrangement Q

A cluster of 3 separate species, C3H7O2 in total, computed with ωB97M-V with the def2-TZVPD basis set.

Cartesian coordinates (Å):
C  0.8765  0.8703  -0.2957
O  1.8679  1.5177  -0.1111
H  -0.0730  0.9967  0.2755
H  0.6583  0.0918  -1.0683
H  3.5816  1.3292  -3.0828
C  -1.5093  -0.6057  1.8985
C  -1.9280  -0.9734  0.6239
O  -2.3831  -0.3966  -0.3957
H  -1.7214  -1.3164  2.6928
H  -0.5882  -0.0751  2.1277
H  -2.0976  -2.1027  0.5978
H  3.3162  0.6642  -3.2626

Values from the calculation:
highest occupied orbital energy = -2.2 eV
total charge = -1
LUMO level = 0.15225 Eh

***

Which of them is the most stable, and which is the least stable? arrangement P and arrangement Q, in that order.

***

Arrangement P

The ion C3H7O2 with charge -1, computed with ωB97M-V with the def2-TZVPD basis set.

Cartesian coordinates (Å):
C  -0.3048  0.1304  0.2723
C  0.2275  -1.0684  -0.3645
O  -0.6761  -2.2919  -0.1683
C  0.3636  1.6709  0.0215
O  -0.1618  2.5378  0.7583
H  -1.4466  0.4124  -0.0880
H  -0.4994  -0.0735  1.3862
H  1.3299  -1.4304  -0.1747
H  0.2895  -0.8452  -1.4012
H  -1.0664  -2.1505  0.7013
H  0.4621  1.7527  -1.1915
H  1.4826  1.3559  0.2487

Values from the calculation:
highest occupied orbital energy = -2.6 eV
total charge = -1
LUMO level = 0.14936 Eh

***

Arrangement Q

A cluster of 2 separate species, C3H7O2 in total, computed with ωB97M-V with the def2-TZVPD basis set.

Cartesian coordinates (Å):
C  -0.1530  0.0510  2.2258
O  0.9163  -0.3030  1.3828
H  0.1575  -0.1098  3.2642
H  -0.4393  1.1017  2.0880
H  -1.0336  -0.5773  2.0475
C  0.0932  1.1560  -1.6904
C  -0.4657  -0.0877  -1.6637
O  -0.3119  -1.0248  -0.7977
H  -0.1325  1.8454  -2.4966
H  0.8017  1.4885  -0.9390
H  -1.1485  -0.3065  -2.5105
H  0.4966  -0.4707  0.4853

Values from the calculation:
highest occupied orbital energy = -2.7 eV
total charge = -1
LUMO level = 0.16056 Eh

***

Which of them is the most stable, and which is the least stable? arrangement Q and arrangement P, in that order.

***

Arrangement P

A cluster of 2 separate species, C5H11N in total, computed with ωB97M-V with the def2-TZVPD basis set.

Cartesian coordinates (Å):
C  -0.3748  -2.8113  0.0300
C  0.9741  -2.8862  0.7545
C  1.0183  -2.7956  2.1684
H  -0.7514  -1.8219  -0.2835
H  -1.1442  -3.2308  0.6822
H  -0.2343  -3.3400  -0.9157
H  1.9042  -2.6991  0.1940
H  1.9202  -3.0934  2.6955
H  0.3782  -2.0089  2.6002
C  -0.1077  2.0190  -1.3627
C  -0.2838  3.0615  -0.5437
N  -1.0470  4.1986  -0.9619
H  -0.2896  2.1215  -2.4337
H  0.0993  1.0389  -0.9629
H  -0.1844  3.0043  0.5384
H  -1.1328  4.9177  -0.2770
H  -0.7442  4.3255  -1.9220

Values from the calculation:
highest occupied orbital energy (spin up / spin down) = 0.9 / -1.8 eV
expectation value of S² = 0.75
total charge = -1
LUMO level (spin up / spin down) = 0.11591 / 0.11391 Eh
spin multiplicity = 2

***

Arrangement Q

The ion C5H11N with charge -1, computed with ωB97M-V with the def2-TZVPD basis set.

Cartesian coordinates (Å):
C  -0.9340  -1.8826  -0.1985
N  -0.0178  -0.7728  -0.1056
C  0.1405  -0.1395  1.1799
C  0.6753  1.2888  0.8546
C  0.8456  1.3085  -0.6515
C  -0.1570  0.2583  -1.1058
H  -0.7623  -2.4461  -1.1219
H  -1.9776  -1.5614  -0.1051
H  -0.7382  -2.5808  0.6216
H  -0.8116  0.0048  1.7107
H  0.8596  -0.7160  1.7636
H  1.5696  1.4918  1.4390
H  -0.0405  2.0281  1.1670
H  1.8406  0.9624  -0.9501
H  0.6721  2.2218  -1.2197
H  -1.1866  0.6610  -1.1544
H  0.0221  -0.1263  -2.1237

Values from the calculation:
highest occupied orbital energy (spin up / spin down) = 1.6 / -4.4 eV
expectation value of S² = 0.75
total charge = -1
LUMO level (spin up / spin down) = 0.15941 / 0.16006 Eh
spin multiplicity = 2

***

Which of them is the most stable, and which is the least stable? arrangement Q and arrangement P, in that order.